Record 1
Computed, not measured: C23H28NOPt as an isolated structure at a distorted geometry, with ωB97M-V/def2-TZVPD.

Last column: natural (NBO) charge in e.
Positions of all 54 atoms, in Å:
C (-0.5472, 2.0516, 0.9315)  -0.338
C (0.2690, 2.2638, -0.2369)  -0.358
C (-0.4515, 1.7871, -1.3806)  -0.352
H (1.2115, 2.7983, -0.2635)  0.215
C (-1.7088, 1.2579, -0.9272)  -0.369
C (-1.7723, 1.4298, 0.5008)  -0.320
H (-2.5078, 0.8928, -1.5649)  0.206
C (1.5772, -1.0211, 1.3753)  -0.355
C (2.1024, 0.2541, 0.9608)  -0.314
C (2.2723, 0.2262, -0.4660)  -0.380
H (2.4144, 1.0596, 1.6123)  0.214
C (1.8380, -1.0552, -0.9478)  -0.106
C (1.3888, -1.8255, 0.1954)  -0.296
H (-0.1516, 1.9000, -2.4176)  0.218
H (-2.6175, 1.1851, 1.1340)  0.220
H (-0.3106, 2.3625, 1.9437)  0.218
H (1.0417, -2.8564, 0.1374)  0.212
H (2.7281, 0.9885, -1.0975)  0.218
H (1.3899, -1.3434, 2.3914)  0.221
Pt (-0.0553, -0.0523, 0.0834)  0.826
C (1.9105, -1.5811, -2.3744)  -0.068
C (2.4608, -3.0130, -2.3749)  -0.610
C (2.7879, -0.6782, -3.2518)  -0.612
H (3.4657, -3.0194, -1.9285)  0.202
H (2.5177, -3.3911, -3.4028)  0.234
H (1.8088, -3.6771, -1.7933)  0.202
H (3.8185, -0.6841, -2.8729)  0.211
H (2.4179, 0.3564, -3.2504)  0.207
H (2.7904, -1.0511, -4.2845)  0.212
C (0.4504, -1.5413, -2.8931)  -0.530
C (0.1803, -2.1128, -4.2780)  0.699
H (0.1290, -0.4870, -2.8858)  0.250
H (-0.2091, -2.0788, -2.1876)  0.256
O (0.9255, -2.8776, -4.8901)  -0.657
N (-0.9988, -1.6987, -4.8362)  -0.634
C (-1.9283, -0.7017, -4.3131)  -0.258
H (-1.1818, -2.0666, -5.7613)  0.393
C (-1.5637, 0.7274, -4.6841)  0.057
C (-2.4499, 1.7506, -4.3223)  -0.242
H (-3.3618, 1.4827, -3.7784)  0.213
C (-2.1646, 3.0806, -4.6412)  -0.189
H (-2.8702, 3.8627, -4.3492)  0.211
C (-0.9847, 3.3964, -5.3293)  -0.231
H (-0.7639, 4.4349, -5.5814)  0.208
C (-0.0943, 2.3790, -5.6917)  -0.208
H (0.8305, 2.6085, -6.2272)  0.210
C (-0.3821, 1.0432, -5.3719)  -0.256
H (0.3063, 0.2440, -5.6706)  0.227
H (-1.9927, -0.7821, -3.2116)  0.241
H (-2.9306, -0.9363, -4.7061)  0.207
C (-1.3805, -1.3411, 0.8612)  -1.026
H (-1.4087, -1.1632, 1.9464)  0.169
H (-1.0986, -2.3880, 0.7062)  0.164
H (-2.3905, -1.1744, 0.4720)  0.166

Results
**LUMO energy (spin up / spin down)**: 2.82 / 2.76 eV
**Gap between HOMO and LUMO (spin up / spin down)**: 3.48 / 4.74 eV
**Spin multiplicity**: 3
**⟨S²⟩**: 2.014
**Net charge**: -1
**E_HOMO (spin up / spin down)**: -0.66 / -1.98 eV


Record 2
Computed, not measured: a single C5H4FNO molecule at a distorted geometry, with ωB97M-V/def2-TZVPD.

Last column: natural (NBO) charge in e.
Positions of all 12 atoms, in Å:
C (-1.0236, -0.0412, 0.3599)  0.510
C (-1.6250, 0.0746, -0.9291)  -0.391
C (-0.6520, 0.5448, -1.8146)  0.249
C (0.2640, -0.0041, 0.9561)  -0.072
C (1.6363, -0.0932, 0.3239)  -0.116
H (-2.6079, -0.3846, -1.0631)  0.284
H (0.4976, 0.6803, 1.8707)  0.214
H (1.9719, -0.3997, -0.8083)  0.265
H (2.3831, 0.2837, 1.1078)  0.211
N (0.3615, 1.0692, -2.3136)  -0.325
O (0.8429, -1.2598, 1.0061)  -0.473
F (-2.0487, -0.4699, 1.3040)  -0.355

Results
**LUMO energy**: -0.53 eV
**Gap between HOMO and LUMO**: 9.45 eV
**Structure (SMILES)**: N#C/C=C(/F)[C@@H]1CO1
**Net charge**: 0
**Energy relative to the best compared isomer or geometry (same formula, charge and spin)**: 442.8 kJ/mol
**E_HOMO**: -9.98 eV


Record 3
Computed, not measured: C18H21BClN6O6S4Sr as an isolated structure at a distorted geometry, with ωB97M-V/def2-TZVPD.

Last column: natural (NBO) charge in e.
Positions of all 58 atoms, in Å:
Sr (0.9546, -0.8702, 0.1946)  1.792
C (-3.1460, 0.1587, 1.2778)  -0.423
N (-1.8974, 0.5241, 1.9004)  -0.369
C (-1.5650, 1.8684, 2.0786)  -0.091
C (-0.2898, 1.8507, 2.6020)  -0.044
N (0.1328, 0.5763, 2.8466)  -0.512
B (1.3504, 0.2358, 3.7716)  0.194
N (2.2993, -0.7695, 3.0301)  -0.547
C (2.4309, -2.0721, 3.4266)  -0.041
C (3.5088, -2.6298, 2.7797)  -0.090
N (4.0179, -1.6193, 1.9479)  -0.362
C (5.2264, -1.8235, 1.1731)  -0.400
C (3.2342, -0.4907, 2.1355)  0.241
S (3.4404, 0.9563, 1.2422)  -0.435
C (-0.8096, -0.2482, 2.3586)  0.203
S (-0.7833, -1.9254, 2.1612)  -0.399
H (-3.4292, 0.8672, 0.4677)  0.219
H (-4.0067, 0.1830, 1.9091)  0.201
H (-2.9816, -0.7911, 0.7932)  0.255
H (-2.2319, 2.6445, 1.7636)  0.225
H (0.3649, 2.6115, 2.7969)  0.222
H (1.7681, 1.2866, 4.0132)  -0.040
H (0.7884, -0.3135, 4.6635)  -0.046
H (1.8434, -2.4849, 4.1909)  0.231
H (3.9643, -3.6180, 2.7764)  0.230
H (6.0657, -1.5058, 1.7781)  0.193
H (5.1529, -1.2323, 0.2476)  0.252
H (5.2540, -2.8950, 0.9437)  0.220
O (-2.9356, -2.4958, -1.1256)  -0.717
C (-3.6306, -1.4727, -1.7738)  0.323
C (-4.9558, -1.7144, -2.0653)  -0.281
C (-5.7428, -0.7314, -2.7022)  -0.180
C (-5.2533, 0.5585, -2.9310)  -0.288
C (-3.8974, 0.7703, -2.5705)  -0.163
C (-3.0830, -0.2338, -1.9873)  -0.150
C (-1.6423, -0.0697, -1.5642)  0.585
O (-0.9840, -1.1166, -1.2258)  -0.844
N (-1.1784, 1.1329, -1.6684)  -0.483
N (0.1677, 1.2794, -1.2739)  -0.416
C (0.6116, 2.4168, -1.6494)  -0.083
S (2.2457, 2.9492, -1.2872)  0.296
C (2.3284, 3.9427, -2.8322)  -0.520
C (1.0096, 4.6767, -2.8538)  -0.551
S (-0.3591, 3.4602, -2.6792)  0.283
H (-1.9408, -2.2370, -1.0700)  0.520
H (-5.4133, -2.6340, -1.8204)  0.217
H (-6.7940, -1.0410, -3.0291)  0.200
H (-5.9124, 1.2306, -3.4064)  0.208
H (-3.4199, 1.7215, -2.8078)  0.226
H (2.6078, 3.2660, -3.6503)  0.226
H (3.1563, 4.6232, -2.7147)  0.223
H (1.0008, 5.3467, -3.7081)  0.224
H (0.9301, 5.3173, -2.0210)  0.213
O (2.9237, -4.4408, -0.0140)  -0.835
Cl (2.4716, -3.5437, -0.9720)  2.560
O (2.9029, -3.8323, -2.3183)  -0.828
O (3.0941, -2.2375, -0.6791)  -0.962
O (1.0352, -3.3652, -0.8696)  -0.886

Results
**LUMO energy**: 2.09 eV
**Gap between HOMO and LUMO**: 7.23 eV
**Net charge**: -1
**E_HOMO**: -5.14 eV


Record 4
Computed, not measured: C14H26O12Tl as an isolated structure at a distorted geometry, with ωB97M-V/def2-TZVPD.

Last column: natural (NBO) charge in e.
Positions of all 53 atoms, in Å:
Tl (0.4743, -0.2174, -0.7563)  0.992
C (0.3400, 7.9809, -1.3783)  -0.060
C (-0.0827, 6.6012, -1.1289)  0.368
C (-1.6453, 6.3145, -0.8470)  0.362
O (-2.0454, 5.1567, -0.5877)  -0.462
C (-2.5582, 7.4313, -0.9036)  -0.047
C (-2.0746, 8.6719, -1.1670)  0.287
C (-0.6266, 8.9345, -1.4641)  0.293
O (-0.2210, 10.0597, -1.9813)  -0.403
O (-2.9983, 9.6047, -1.2101)  -0.397
O (0.6782, 5.6180, -1.0880)  -0.465
H (1.3945, 8.0954, -1.5816)  0.263
H (-3.5958, 7.1543, -0.7897)  0.260
C (-1.5817, -3.7935, 3.9771)  -0.087
C (-2.7902, -2.8804, 3.8871)  -0.090
O (-2.9920, -2.2654, 2.6254)  -0.714
O (-0.4413, -3.2734, 3.2147)  -0.735
H (-1.8171, -4.7405, 3.4915)  0.167
H (-1.1934, -3.9232, 4.9873)  0.186
H (-2.7072, -2.0102, 4.5382)  0.166
H (-3.6232, -3.5055, 4.2090)  0.174
H (-3.9364, -2.0931, 2.6142)  0.470
H (0.2807, -3.8796, 3.3962)  0.465
C (3.4723, 0.8629, 4.6066)  -0.092
C (2.4924, 2.0215, 4.5353)  -0.086
O (1.2161, 1.7263, 3.9238)  -0.727
O (3.7118, 0.4800, 3.2585)  -0.724
H (3.2391, 0.0804, 5.3286)  0.175
H (4.4040, 1.3205, 4.9392)  0.170
H (2.9204, 2.8679, 3.9983)  0.173
H (2.3236, 2.4609, 5.5184)  0.171
H (0.5772, 2.0308, 4.5724)  0.472
H (4.6165, 0.1610, 3.2218)  0.471
C (4.3448, -4.0099, -3.9911)  -0.085
C (4.1143, -4.7807, -2.7350)  -0.095
O (3.9909, -3.8667, -1.6094)  -0.737
O (3.3107, -3.1635, -4.3701)  -0.712
H (4.6819, -4.6532, -4.8039)  0.168
H (5.1885, -3.3285, -3.8812)  0.162
H (4.9196, -5.5058, -2.6168)  0.183
H (3.2272, -5.4133, -2.7686)  0.178
H (4.4646, -4.2488, -0.8670)  0.473
H (3.7229, -2.5566, -4.9893)  0.469
C (-4.3768, -2.7820, -3.3853)  -0.090
C (-3.2974, -3.7598, -3.6902)  -0.092
O (-2.3494, -3.9459, -2.6242)  -0.731
O (-3.8142, -1.4881, -3.1909)  -0.736
H (-4.8576, -3.1175, -2.4664)  0.164
H (-5.1017, -2.7589, -4.1990)  0.177
H (-2.6544, -3.3049, -4.4436)  0.185
H (-3.7138, -4.7277, -3.9692)  0.181
H (-2.5107, -4.8190, -2.2591)  0.469
H (-4.5001, -0.8225, -3.0997)  0.475

Results
**LUMO energy**: -6.71 eV
**Gap between HOMO and LUMO**: 4.68 eV
**Net charge**: +1
**Energy relative to the best compared isomer or geometry (same formula, charge and spin)**: 410.6 kJ/mol
**E_HOMO**: -11.39 eV


Record 5
Computed, not measured: C4H4FeLiO2 as an isolated structure at a distorted geometry, with ωB97M-V/def2-TZVPD.

Last column: natural (NBO) charge in e.
Positions of all 12 atoms, in Å:
O (0.8861, -2.1402, -0.6712)  -0.537
C (0.8019, -0.8982, -0.9591)  0.575
C (1.7436, 0.0783, -0.9831)  -0.940
H (0.0306, -2.5440, -0.4452)  0.557
H (1.5136, 0.9766, -1.5664)  0.318
H (2.7979, -0.2092, -0.8494)  0.337
C (-2.3612, -0.0429, 0.1750)  0.147
C (-1.5581, 0.5547, 0.8729)  0.431
O (-0.6194, 1.2763, 1.3810)  -0.811
Fe (1.1677, 0.9325, 0.9540)  1.596
H (-3.0635, -0.7218, -0.2729)  0.333
Li (-1.3393, 2.7378, 2.3644)  0.994

Results
**LUMO energy (spin up / spin down)**: -13.81 / -17.44 eV
**Gap between HOMO and LUMO (spin up / spin down)**: 8.45 / 6.43 eV
**Spin multiplicity**: 7
**⟨S²⟩**: 12.014
**Net charge**: +3
**Energy relative to the best compared isomer or geometry (same formula, charge and spin)**: 0.0 kJ/mol
**E_HOMO (spin up / spin down)**: -22.26 / -23.87 eV